Here is 11 unconnected molecules or ions with the total composition C23H68O11 from OMol25. Energies are from ωB97M-V/def2-TZVPD.

Geometry as ORCA input:
```
! wB97M-V def2-TZVPD RIJCOSX def2/J DEFGRID3
* xyz 0 1
O 3.637 16.468 -9.651
O 11.742 25.828 -13.088
O 5.827 23.694 -9.287
O 11.848 16.230 -9.556
O 7.688 21.301 -12.874
O 14.252 21.924 -11.129
O 8.974 16.869 -5.147
O 11.674 19.490 -17.029
O 9.957 14.092 -10.386
O 9.753 20.546 -11.032
O 7.282 13.895 -11.408
C 9.382 19.271 -10.511
C 11.845 23.408 -13.080
C 6.719 23.748 -7.030
C 6.745 15.174 -11.132
C 2.396 17.530 -11.389
C 12.940 16.975 -10.078
C 7.877 21.967 -14.125
C 8.035 22.746 -8.928
C 10.953 24.637 -12.924
C 4.499 18.515 -10.488
C 9.516 17.274 -6.407
C 9.513 19.104 -16.011
C 9.560 18.243 -11.634
C 13.328 20.850 -11.097
C 3.796 17.231 -10.865
C 10.224 24.630 -11.601
C 8.846 16.507 -7.516
C 6.645 22.997 -8.347
C 11.291 20.459 -14.904
C 7.930 19.288 -10.032
C 9.269 18.775 -6.575
C 11.010 19.264 -15.778
C 10.829 13.043 -10.799
H 10.119 19.047 -9.740
H 9.217 20.747 -11.819
H 10.922 21.412 -15.290
H 11.606 18.678 -17.542
H 5.836 24.640 -9.108
H 9.084 15.441 -7.432
H 8.976 18.468 -12.531
H 9.234 16.721 -8.520
H 7.643 18.296 -9.686
H 6.919 22.341 -14.496
H 7.777 16.708 -7.540
H 4.880 19.087 -11.336
H 13.370 20.270 -10.171
H 7.526 15.918 -10.945
H 7.809 20.071 -9.281
H 7.274 19.589 -10.851
H 1.711 17.970 -10.665
H 9.253 17.243 -11.309
H 5.778 23.842 -6.489
H 10.604 17.154 -6.340
H 9.495 23.820 -11.562
H 11.435 13.350 -11.657
H 8.540 21.988 -8.326
H 9.107 19.978 -16.525
H 9.907 19.058 -7.415
H 8.531 22.833 -13.996
H 10.593 18.197 -11.988
H 12.535 17.817 -10.634
H 9.641 19.357 -5.729
H 7.083 21.840 -12.355
H 1.885 16.623 -11.726
H 5.394 18.294 -9.895
H 8.116 13.834 -10.923
H 10.943 20.305 -13.882
H 12.615 23.457 -12.306
H 6.148 22.022 -8.275
H 9.722 25.584 -11.420
H 3.887 19.168 -9.865
H 8.213 18.991 -6.719
H 10.523 14.841 -10.159
H 7.103 24.757 -7.220
H 10.237 12.167 -11.053
H 9.018 19.040 -15.038
H 11.281 22.480 -12.976
H 8.032 22.493 -9.986
H 9.119 15.928 -5.009
H 10.882 24.535 -10.728
H 10.248 24.615 -13.762
H 13.570 17.384 -9.282
H 8.632 23.666 -8.881
H 9.248 18.237 -16.619
H 12.372 20.634 -14.901
H 12.308 21.214 -11.266
H 3.428 15.561 -9.894
H 14.048 22.545 -10.426
H 7.434 23.312 -6.328
H 8.285 21.289 -14.867
H 13.530 20.223 -11.967
H 11.402 18.349 -15.318
H 4.371 16.679 -11.606
H 13.588 16.386 -10.733
H 6.155 15.601 -11.944
H 2.496 18.232 -12.225
H 12.375 23.400 -14.031
H 12.157 25.961 -12.225
H 11.528 12.785 -9.993
H 12.214 15.599 -8.927
H 6.073 15.067 -10.274
*
```

Energy relative to the best compared isomer or geometry (same formula, charge and spin) = 17.2 kcal/mol
SMILES = CC(C)O.CC(C)O.CC(C)O.CC(C)O.CC(C)O.CC(C)O.CO.CO.CO.CO.CO
F_max = 0.033 hartree/bohr
Calculated total energy = -47473.7212 eV
HOMO = -0.35617 hartree

Here is 11 unconnected molecules or ions with the total composition C23H68O13S11 from OMol25. Energies are from ωB97M-V/def2-TZVPD.

Geometry as ORCA input:
```
! wB97M-V def2-TZVPD RIJCOSX def2/J DEFGRID3
* xyz 0 1
S 4.779 2.685 -0.978
S -0.336 -0.485 1.552
S 2.647 -1.777 3.471
S 3.257 1.978 3.533
S -2.432 -4.946 3.194
S -1.216 4.611 -0.321
S 1.701 -0.234 -4.622
S -2.468 -0.137 -3.540
S 1.974 -2.805 -0.038
S -5.152 1.580 0.476
S -0.738 -5.101 -2.816
O -1.110 0.543 2.286
O -2.177 4.645 0.856
O 1.250 -2.203 -1.192
O -1.563 -5.009 2.031
O 1.224 0.268 -5.934
O -4.163 1.168 -0.439
O 4.020 3.392 0.120
O 4.010 1.689 4.800
O -6.080 0.643 0.945
O -1.517 -5.901 -3.803
O -1.770 1.200 -3.543
O 2.586 -3.265 3.069
O -5.960 2.782 -0.146
C 6.541 3.222 -0.885
C -2.310 -0.782 -5.237
C 5.012 1.059 -0.342
C 3.574 3.637 2.970
C 0.428 4.626 0.389
C 1.539 -1.465 4.859
C -0.652 -3.436 -3.523
C -1.357 -0.927 0.074
C -6.052 4.794 -1.505
C 3.520 -0.098 -4.535
C -1.899 -4.682 -1.419
C 3.504 -3.488 -0.712
C 1.012 0.403 0.772
C -1.174 2.843 -0.695
C 1.589 2.425 4.053
C 1.213 1.021 -3.504
C -4.239 0.175 -3.596
C -1.933 -3.484 4.184
C -4.191 2.369 1.790
C 1.362 -4.469 0.527
C -4.080 -4.370 2.626
C 4.226 -1.634 4.400
C -5.175 3.783 -0.840
H 2.044 -0.799 5.538
H 1.486 -2.431 5.347
H 1.511 1.978 -3.969
H 3.991 0.772 -0.277
H 4.293 -0.682 4.933
H 5.698 0.445 -0.914
H -1.318 -0.526 -5.586
H -2.607 -3.975 -1.857
H 3.745 0.810 -5.026
H -0.545 2.621 -1.579
H -4.340 4.234 -0.218
H -4.673 0.361 -2.617
H -2.594 -3.398 5.097
H 0.659 1.398 0.476
H -2.147 -2.561 3.632
H -3.614 3.209 1.396
H 3.854 -0.119 -3.486
H -4.825 2.544 2.634
H -2.486 -1.859 -5.368
H -3.583 1.540 2.106
H -1.791 -0.017 -0.350
H 4.635 3.612 2.724
H 1.157 4.626 -0.379
H -5.437 5.608 -1.758
H -4.406 1.113 -4.143
H -2.339 -5.637 -1.169
H 4.006 -2.625 -1.229
H -1.709 -3.123 -3.762
H 6.893 3.335 0.150
H -2.246 2.538 -0.823
H 4.143 -4.001 0.011
H -1.311 -4.054 -0.693
H 0.379 -4.274 0.899
H -0.829 2.402 0.235
H 1.193 1.549 4.510
H -4.610 -0.735 -4.037
H 3.933 -0.964 -5.046
H -0.888 -3.582 4.393
H -4.509 3.249 -1.586
H 3.337 4.368 3.712
H 1.351 -0.140 -0.140
H -0.189 -2.867 -2.713
H 5.019 -1.698 3.630
H 3.173 -4.230 -1.446
H 0.391 3.731 0.986
H 6.679 4.149 -1.464
H 4.245 -2.423 5.191
H 5.260 1.024 0.716
H 1.598 3.266 4.760
H -6.560 4.419 -2.357
H -0.787 -1.441 -0.710
H -4.774 -4.736 3.387
H 7.113 2.406 -1.385
H 2.127 -4.680 1.268
H 0.518 -1.146 4.554
H 0.154 0.929 -3.454
H 0.565 5.521 1.012
H 1.695 0.831 -2.528
H 1.423 -5.235 -0.227
H -2.161 -1.557 0.368
H -4.071 -3.292 2.497
H -6.662 5.235 -0.711
H 1.836 0.441 1.428
H 3.048 3.846 2.057
H 0.921 2.547 3.187
H -3.067 -0.308 -5.878
H -0.097 -3.498 -4.438
H -4.125 -4.891 1.682
*
```

F_max = 0.062 hartree/bohr
Calculated total energy = -170749.4831 eV
HOMO = -0.31103 hartree

Here is a molecular structure, C23H6Cl5F4N7Se3Te2Ti from OMol25. Energies are from ωB97M-V/def2-TZVPD.

Geometry as ORCA input:
```
! wB97M-V def2-TZVPD RIJCOSX def2/J DEFGRID3
* xyz -2 3
Te -1.699 5.062 0.426
Te -3.017 3.005 -0.756
Se 2.616 0.489 -1.401
Se 0.072 3.824 1.680
Se -1.216 2.087 -2.090
Ti 1.080 1.950 0.219
Cl 6.329 4.267 2.440
Cl 4.161 5.826 -2.257
Cl 1.695 3.960 -1.655
Cl 3.866 2.498 3.001
Cl 6.522 5.933 -0.184
F -2.464 -3.058 -4.308
F -0.963 -1.915 -2.482
F -4.033 -3.179 0.860
F -5.481 -4.439 -0.921
N 1.463 0.659 1.971
N 1.019 -0.965 3.367
N 5.410 1.118 -0.560
N -1.300 -2.746 2.686
N -4.089 -5.083 -6.093
N -7.312 -5.216 -3.339
N -0.296 0.309 -0.025
C -4.061 -3.831 -2.728
C -4.379 -3.805 -1.361
C 3.058 4.019 -0.561
C -2.419 -2.509 -0.727
C -2.087 -2.534 -2.076
C -3.607 -3.161 -0.418
C 2.261 -1.239 2.839
C 5.155 4.918 0.103
C -0.885 -0.699 0.062
C -4.877 -4.484 -3.720
C 2.940 3.197 0.546
C 0.562 0.173 2.816
C -4.414 -4.794 -5.019
C 4.122 4.865 -0.823
C -2.872 -3.148 -3.030
C -1.462 -2.350 1.609
C -0.772 0.728 3.168
C -1.595 -1.843 0.297
C -6.212 -4.879 -3.477
C 4.323 0.897 -0.893
C 5.063 4.164 1.269
C 3.958 3.338 1.481
C 2.528 -0.225 1.985
H 0.410 -1.627 3.826
H -0.659 1.658 3.725
H 2.822 -2.116 3.104
H -1.348 0.959 2.274
H 3.406 -0.059 1.387
H -1.324 0.001 3.763
*
```

F_max = 0.006 hartree/bohr
Calculated total energy = -341606.0467 eV
HOMO (alpha / beta) = -0.08006 / -0.08005 hartree

Here is 11 unconnected molecules or ions with the total composition C23H71BINO12PS from OMol25. Energies are from ωB97M-V/def2-TZVPD.

Geometry as ORCA input:
```
! wB97M-V def2-TZVPD RIJCOSX def2/J DEFGRID3
* xyz 1 1
I 1.018 4.141 -2.529
S -1.008 1.504 -2.175
P -1.701 3.079 -0.824
O 2.944 -0.688 0.854
O -3.269 -0.285 -2.798
O -9.060 7.985 1.688
O 0.844 -3.688 -6.725
O 3.545 -2.484 -3.171
O -5.317 1.089 -6.192
O -3.056 6.644 -2.206
O -3.014 2.459 -0.123
O -1.625 -1.538 3.117
O 6.837 -5.153 3.949
O 3.213 -2.112 4.879
O 5.501 0.164 7.180
N -3.269 1.948 -4.139
C -1.439 -2.009 4.443
C -5.313 -0.149 -8.252
C -4.913 -0.133 -6.791
C 2.128 -0.956 1.984
C 3.868 -3.338 -4.258
C 0.283 2.199 -3.345
C 1.047 0.098 2.105
C 1.630 1.252 -3.474
C 4.161 -3.128 4.587
C 4.458 -3.933 5.836
C 4.685 -0.105 8.310
C 8.177 -5.380 4.360
C 0.028 -3.956 -5.594
C -8.656 6.763 1.088
C -3.872 6.375 -1.076
C -4.953 7.430 -0.955
C -9.056 6.747 -0.373
C 3.565 -4.776 -3.894
C -2.661 -2.785 4.892
C -1.053 -2.902 -5.474
C 3.604 0.950 8.430
C 1.676 0.028 -2.343
C 9.114 -4.465 3.599
B -2.602 1.016 -3.099
H -2.845 -3.633 4.224
H -4.154 2.279 -3.650
H -3.827 -0.220 -6.691
H 8.852 -3.416 3.772
H -10.027 8.049 1.600
H 2.759 -0.975 2.878
H 10.151 -4.625 3.908
H 4.239 -1.096 8.182
H 3.341 0.191 0.982
H 5.316 -0.123 9.203
H 9.036 -4.640 2.521
H 6.788 -5.335 2.995
H 8.426 -6.431 4.182
H -0.417 -4.947 -5.723
H 0.428 0.119 1.202
H 2.639 1.869 -3.314
H -5.004 -1.083 -8.731
H 4.856 -3.288 6.627
H 5.184 -4.724 5.627
H 4.926 -3.210 -4.504
H -3.241 6.357 -0.182
H -0.611 -1.905 -5.368
H 2.507 -4.894 -3.638
H 1.683 -1.947 1.856
H 3.542 -4.388 6.227
H 1.630 0.420 -1.240
H -8.748 5.813 -0.852
H 2.710 -0.526 -2.499
H 3.803 -5.447 -4.724
H 1.489 1.095 2.211
H -10.140 6.856 -0.479
H -2.532 -3.159 5.912
H -9.120 5.935 1.631
H 5.070 -2.660 4.198
H 4.085 -2.761 -2.410
H -5.594 7.234 -0.091
H -5.377 -0.961 -6.248
H -3.599 1.281 -4.883
H -3.570 -0.253 -1.823
H -4.855 0.690 -8.786
H 0.406 -0.097 2.969
H -4.317 5.384 -1.204
H 3.597 -1.541 5.566
H 3.744 -3.772 3.808
H -0.553 -2.650 4.457
H -1.672 -2.881 -6.377
H -1.969 4.306 -1.534
H -0.765 3.306 0.268
H -7.570 6.676 1.188
H 4.141 -5.083 -3.016
H 4.046 1.946 8.537
H 1.241 -2.809 -6.597
H 2.963 0.754 9.294
H 2.985 0.971 7.528
H -1.256 -1.152 5.098
H 5.898 1.042 7.308
H 0.659 -3.975 -4.701
H -0.183 2.463 -4.410
H 0.809 -0.759 -2.575
H -6.397 -0.040 -8.358
H 1.669 0.753 -4.547
H -3.554 -2.153 4.859
H -2.659 7.522 -2.078
H -6.284 1.153 -6.279
H -1.694 -3.097 -4.610
H -5.572 7.451 -1.858
H 8.243 -5.187 5.435
H 3.273 -3.028 -5.123
H -2.409 -0.963 3.117
H -4.511 8.426 -0.849
H -8.598 7.586 -0.907
*
```

F_max = 0.132 hartree/bohr
Calculated total energy = -79953.0372 eV
HOMO = -0.41426 hartree

Here is a molecular structure, C23H71HfN5O11 from OMol25. Energies are from ωB97M-V/def2-TZVPD.

Geometry as ORCA input:
```
! wB97M-V def2-TZVPD RIJCOSX def2/J DEFGRID3
* xyz 2 1
Hf 2.369 -1.952 -4.615
O 0.853 -3.741 -4.027
O -3.989 0.885 -2.720
O 2.574 -0.033 -6.034
O 3.482 -3.005 -2.660
O -0.833 4.156 -0.457
O 3.732 -2.743 -0.007
O 2.352 -0.086 -3.094
O 2.312 2.297 2.799
O 0.217 -0.855 -5.030
O 4.900 1.210 -1.626
O -1.747 -1.532 2.272
N 2.070 -5.157 0.537
N -7.501 -0.176 -2.071
N -1.466 4.012 2.049
N -3.062 0.356 5.217
N 5.496 1.986 0.971
C 3.876 3.849 0.394
C -2.788 0.116 -2.702
C -0.836 2.810 0.059
C -6.300 1.494 -0.974
C -1.652 2.814 1.393
C 1.291 1.422 3.348
C 3.195 1.808 1.862
C 1.588 0.514 -2.069
C 1.821 -3.834 1.079
C -5.049 -0.017 -2.436
C 1.001 -0.349 -0.940
C -1.038 -1.024 5.402
C 1.058 -4.033 2.468
C -2.014 -0.201 4.492
C -2.607 -0.915 3.231
C 0.172 4.283 -1.423
C -6.414 0.719 -2.200
C 5.018 -2.149 0.042
C -3.168 2.685 1.107
C 0.024 -4.460 -3.101
C 3.157 -3.060 1.300
C 4.346 2.773 1.455
C -2.421 -1.880 1.068
H 2.180 1.284 -1.574
H 2.189 0.836 -5.922
H 2.819 -2.208 1.888
H -5.076 -0.693 -3.291
H 1.833 -0.754 -0.365
H 0.205 -4.706 2.385
H 3.006 4.387 0.771
H -7.270 1.791 -0.577
H -3.495 3.300 0.269
H -2.463 -0.271 -1.736
H 4.542 3.301 2.389
H -0.512 4.102 2.369
H -8.291 0.450 -2.002
H -1.166 1.988 -0.577
H -3.353 -1.587 3.655
H -0.775 -4.980 -3.629
H 1.135 4.550 -0.986
H -1.430 0.619 4.074
H 2.808 -0.074 -6.961
H -5.657 2.366 -1.091
H 0.756 1.105 -2.451
H 5.394 -1.797 -0.918
H -2.028 0.858 -2.946
H -6.582 1.410 -3.026
H -1.427 4.741 1.352
H 1.103 -3.333 0.431
H -3.749 2.859 2.013
H -5.911 0.904 -0.144
H 0.351 -1.143 -1.310
H -0.082 5.182 -1.985
H 4.137 -3.701 -2.714
H -3.178 -2.662 1.127
H -0.270 -1.571 4.855
H 4.975 -1.224 0.618
H 4.039 1.028 -2.002
H 0.384 0.272 -0.291
H 2.780 -4.851 -0.113
H -7.611 -0.808 -2.851
H 1.650 0.884 4.225
H -0.662 -0.450 6.248
H -3.651 1.030 4.749
H -3.296 -0.296 2.656
H -1.338 2.021 2.071
H -0.551 -1.415 -4.914
H -2.601 0.825 5.984
H 5.720 1.090 1.379
H -0.420 -3.745 -2.409
H -2.647 -0.614 -3.499
H 0.357 1.938 3.569
H -1.690 -2.293 0.374
H -4.841 -0.628 -1.558
H 0.654 -5.219 -2.635
H 0.601 -3.097 2.788
H 0.304 3.356 -1.981
H 3.730 0.995 2.353
H 3.349 -2.873 -1.721
H 0.147 2.456 0.367
H 5.194 1.545 0.114
H 4.614 4.585 0.076
H -3.374 1.648 0.841
H 3.839 -3.499 2.028
H 1.233 -5.350 0.006
H 1.081 0.620 2.639
H -1.723 -1.803 5.736
H -2.906 -0.978 0.695
H 1.735 -4.447 3.215
H 5.754 -2.810 0.501
H 5.354 1.717 -2.299
H 3.588 3.415 -0.563
H -0.144 0.022 -5.159
H 2.611 1.414 1.030
*
```

Energy relative to the best compared isomer or geometry (same formula, charge and spin) = 0.0 kcal/mol
F_max = 0.176 hartree/bohr
Calculated total energy = -56257.9815 eV
HOMO = -0.44671 hartree